Below is 8 unconnected molecules or ions with the total composition C22H48O14S5, with properties calculated with ωB97M-V/def2-TZVPD.

The geometry in XYZ format:
```
89
Properties=species:S:1:pos:R:3:mulliken_charge:R:1
C 3.287 2.871 -2.449 -0.7410
S 3.038 1.190 -1.765 0.3640
O 2.455 1.339 -0.364 -0.3741
C 1.760 0.443 -2.765 -0.5912
H 4.206 3.298 -2.047 0.3984
H 2.425 3.445 -2.112 -0.0508
H 3.232 2.870 -3.538 0.4271
H 2.038 0.303 -3.810 0.5489
H 0.901 1.113 -2.744 -0.1675
H 1.358 -0.524 -2.460 0.2594
C -2.452 -0.901 -0.566 -0.7105
S -0.864 -1.800 -0.828 0.4730
O -0.952 -3.103 -0.104 -0.6632
C 0.234 -0.841 0.322 0.9095
H -2.653 -0.803 0.500 0.3654
H -3.314 -1.432 -0.971 0.4697
H -2.497 0.042 -1.110 -0.0549
H 0.083 -1.204 1.339 -0.3571
H 0.033 0.228 0.382 -0.5536
H 1.285 -0.924 0.047 0.0422
C 4.243 -3.848 2.015 -0.9526
S 2.747 -3.295 1.050 0.7264
O 2.887 -4.137 -0.216 -0.7608
C 1.466 -4.079 2.166 -0.9005
H 4.128 -4.819 2.497 0.3465
H 4.263 -3.099 2.806 0.2773
H 5.142 -3.700 1.416 0.3197
H 1.831 -5.028 2.559 0.6256
H 0.541 -3.989 1.596 -0.0144
H 1.471 -3.445 3.053 0.2792
C -2.324 -3.531 2.700 -0.2854
S -2.163 -3.373 4.515 0.6303
O -3.550 -3.540 5.141 -0.7076
C -1.244 -4.935 4.917 -0.9733
H -1.540 -4.157 2.275 0.1506
H -2.142 -2.505 2.380 -0.2233
H -3.268 -3.890 2.291 0.4680
H -1.728 -5.762 4.397 0.3116
H -1.437 -5.090 5.978 0.3906
H -0.192 -4.777 4.676 0.2727
C 3.827 -0.045 2.511 -0.4876
S 5.522 0.182 3.137 0.4084
O 6.242 -1.146 2.954 -0.6082
C 5.984 1.260 1.698 -0.8792
H 3.804 -0.398 1.480 0.2018
H 3.157 0.808 2.617 0.3289
H 3.506 -0.889 3.122 0.0801
H 5.853 0.687 0.780 0.2292
H 7.031 1.491 1.894 0.3901
H 5.355 2.150 1.750 0.3152
C -4.863 0.191 -6.092 -1.5616
C -3.818 0.285 -4.920 0.5755
C -3.930 -0.760 -3.877 -0.2872
O -2.594 -1.213 -3.703 -0.2380
C -1.819 -0.644 -4.588 0.6344
O -0.615 -0.834 -4.620 -0.5986
O -2.449 0.267 -5.293 -0.3479
H -5.867 -0.001 -5.711 0.3999
H -4.618 -0.597 -6.803 0.3783
H -5.027 1.078 -6.703 0.3665
H -4.026 1.234 -4.426 0.0986
H -4.563 -1.530 -4.318 0.2923
H -4.286 -0.322 -2.945 0.3060
C 0.230 2.886 1.830 -1.1726
C -0.034 2.132 3.133 0.2414
C -1.378 1.524 3.243 -0.3224
O -1.140 0.196 3.709 -0.2900
C 0.141 -0.034 3.740 0.5465
O 0.647 -1.127 3.915 -0.5471
O 0.825 1.078 3.357 -0.2112
H 0.559 2.143 1.103 0.1355
H 1.122 3.453 2.096 0.4467
H -0.427 3.699 1.522 0.2973
H 0.089 2.831 3.960 0.3907
H -1.747 1.554 2.218 0.1728
H -1.995 2.243 3.783 0.3666
C -2.917 3.801 -1.125 -1.1636
C -1.846 4.430 -2.052 0.2333
C -0.476 3.810 -1.944 0.1892
O -0.157 3.626 -3.275 -0.2920
C -1.179 3.907 -4.106 0.6054
O -1.103 3.846 -5.338 -0.6095
O -2.216 4.190 -3.365 -0.3582
H -2.611 4.131 -0.132 0.3557
H -2.899 2.718 -1.245 0.1211
H -3.881 4.237 -1.389 0.4071
H -1.709 5.509 -1.976 0.3326
H -0.660 2.900 -1.371 -0.1898
H 0.224 4.451 -1.409 0.3436
```

For the lowest unoccupied orbital energy, the calculation gives -0.156 eV. The calculation puts the highest occupied orbital energy at -8.3 eV. The calculation puts the relative energy (zero: lowest compared OMol25 entry of this formula, charge and spin) at 2.917 eV.